A) 4 unconnected molecules or ions with the total composition C16H24O12. Source: the Open Molecules 2025 dataset; level of theory: ωB97M-V/def2-TZVPD.

Computed properties:
* SMILES string: C[C@H]1COC(=O)O1.C[C@H]1COC(=O)O1.C[C@H]1COC(=O)O1.C[C@H]1COC(=O)O1
* lowest unoccupied orbital energy: 0.22 eV

```
! RIJCOSX wB97M-V def2-TZVPD def2/J DEFGRID3
* xyz 0 1
C 4.086 -9.205 -5.466
C 2.568 -9.193 -5.256
C 1.894 -7.837 -4.915
O 0.889 -7.593 -5.878
C 0.964 -8.666 -6.794
O 0.169 -8.797 -7.756
O 1.977 -9.520 -6.502
H 4.470 -10.221 -5.560
H 4.508 -8.647 -4.630
H 4.559 -8.721 -6.320
H 2.359 -10.024 -4.582
H 2.584 -6.999 -5.021
H 1.523 -7.689 -3.901
C -0.006 0.214 -3.317
C -0.266 1.525 -3.922
C -0.663 2.541 -2.810
O 0.453 3.412 -2.739
C 1.429 3.018 -3.633
O 2.444 3.680 -3.774
O 1.032 1.949 -4.356
H 0.625 0.165 -2.430
H 0.262 -0.362 -4.203
H -0.852 -0.310 -2.873
H -0.986 1.459 -4.737
H -0.736 1.914 -1.920
H -1.526 3.190 -2.960
C 2.255 2.839 4.816
C 3.110 2.964 6.061
C 2.244 2.729 7.238
O 2.931 1.605 7.888
C 3.936 1.164 7.261
O 4.554 0.162 7.554
O 4.143 1.942 6.201
H 1.569 3.672 4.661
H 1.655 1.950 4.623
H 2.944 2.990 3.986
H 3.650 3.911 6.093
H 1.217 2.411 7.064
H 2.262 3.615 7.872
C -4.860 6.053 2.393
C -5.143 4.795 3.155
C -6.579 4.206 2.890
O -6.308 2.898 2.502
C -5.046 2.637 2.311
O -4.533 1.550 2.063
O -4.287 3.672 2.752
H -5.413 6.921 2.752
H -4.867 5.825 1.328
H -3.789 6.240 2.471
H -5.095 4.948 4.233
H -7.172 4.873 2.265
H -7.138 4.145 3.823
*
```


B) 3 unconnected molecules or ions with the total composition C16H24O12. Source: the Open Molecules 2025 dataset; level of theory: ωB97M-V/def2-TZVPD.

Computed properties:
* SMILES string: CC(=O)OC[C@@]1(CCCCO)COC(=O)O1.O=C1OCCO1.O=C1OCCO1
* lowest unoccupied orbital energy: 0.19 eV

```
! RIJCOSX wB97M-V def2-TZVPD def2/J DEFGRID3
* xyz 0 1
C -6.327 0.009 0.463
C -5.629 -0.997 1.318
O -5.876 -2.176 1.244
O -4.750 -0.521 2.259
C -3.560 0.046 1.718
C -2.380 -0.898 1.858
C -1.191 -0.221 1.207
C -1.020 -0.638 -0.251
C -0.353 -1.993 -0.483
C 0.510 -2.486 0.644
O 1.426 -3.428 0.074
C -2.196 -1.264 3.324
O -2.728 -2.571 3.446
C -2.951 -3.081 2.207
O -3.267 -4.235 1.982
O -2.708 -2.155 1.274
H -6.406 -0.396 -0.531
H -7.326 0.156 0.842
H -5.834 0.967 0.419
H -3.326 0.935 2.282
H -3.723 0.332 0.684
H -0.297 -0.324 1.797
H -1.419 0.833 1.207
H -2.014 -0.684 -0.675
H -0.519 0.156 -0.779
H 0.305 -1.907 -1.336
H -1.064 -2.759 -0.739
H -0.061 -2.993 1.413
H 1.085 -1.684 1.086
H 2.011 -3.723 0.768
H -1.143 -1.254 3.581
H -2.741 -0.614 3.990
C 3.755 1.596 0.178
C 4.026 0.133 0.450
O 3.357 -0.075 1.702
C 2.392 0.864 1.825
O 1.547 0.849 2.659
O 2.506 1.800 0.861
H 3.657 1.827 -0.875
H 4.506 2.253 0.616
H 3.578 -0.524 -0.299
H 5.084 -0.099 0.540
C 4.260 3.542 -5.263
C 3.664 2.265 -4.707
O 4.158 2.264 -3.362
C 4.446 3.544 -3.013
O 4.712 3.894 -1.913
O 4.383 4.355 -4.090
H 3.624 4.028 -5.997
H 5.252 3.390 -5.690
H 2.574 2.287 -4.682
H 3.992 1.372 -5.233
*
```


Most stable of them? B).


A) 2 unconnected molecules or ions with the total composition FH3N2O2S. Source: the Open Molecules 2025 dataset; level of theory: ωB97M-V/def2-TZVPD.

Computed properties:
* lowest unoccupied orbital energy: 0.28 eV

```
! RIJCOSX wB97M-V def2-TZVPD def2/J DEFGRID3
* xyz 0 1
N 2.068 -0.669 0.904
N 1.817 0.357 0.277
O -2.968 -0.175 0.606
O -1.502 -0.968 -1.173
F -2.401 1.505 -1.057
S -1.827 0.262 -0.003
H -0.597 -0.802 -1.580
H 2.881 -0.609 1.546
H 2.528 1.100 0.480
*
```


B) A single FH3N2O2S molecule. Source: the Open Molecules 2025 dataset; level of theory: ωB97M-V/def2-TZVPD.

Computed properties:
* SMILES string: NNS(=O)(=O)F
* lowest unoccupied orbital energy: 0.37 eV

```
! RIJCOSX wB97M-V def2-TZVPD def2/J DEFGRID3
* xyz 0 1
N -1.500 0.211 0.147
N -0.373 -0.548 0.494
O 2.118 -0.690 0.721
O 0.995 1.528 0.061
F 1.295 -0.489 -1.585
S 1.105 -0.031 -0.013
H -1.369 1.243 0.470
H -1.646 0.360 -0.793
H -0.624 -1.584 0.498
*
```


Most stable of them? B).


A) 2 unconnected molecules or ions with the total composition CH6OP2. Source: the Open Molecules 2025 dataset; level of theory: ωB97M-V/def2-TZVPD.

Computed properties:
* lowest unoccupied orbital energy: -0.17 eV

```
! RIJCOSX wB97M-V def2-TZVPD def2/J DEFGRID3
* xyz 0 1
C -1.478 -0.509 0.831
O 1.865 -0.980 0.707
P 1.488 1.305 -1.212
P 0.843 -0.523 -0.236
H -2.128 -0.745 0.006
H -1.348 -1.273 1.573
H -1.560 0.496 1.204
H 1.455 1.989 0.009
H 0.207 1.697 -1.595
H 0.655 -1.457 -1.286
*
```


B) 2 unconnected molecules or ions with the total composition CH6OP2. Source: the Open Molecules 2025 dataset; level of theory: ωB97M-V/def2-TZVPD.

Computed properties:
* lowest unoccupied orbital energy: -0.39 eV

```
! RIJCOSX wB97M-V def2-TZVPD def2/J DEFGRID3
* xyz 0 1
C 0.918 -1.195 -0.981
O 0.135 2.713 0.812
P -1.779 -1.709 0.267
P -0.533 -0.254 -0.426
H 1.586 -1.293 -0.032
H 1.409 -0.648 -1.756
H 0.743 -2.215 -1.112
H 1.033 2.729 1.175
H -2.870 -0.898 0.660
H -0.644 2.771 1.394
*
```


Most stable of them? B).


A) 2 unconnected molecules or ions with the total composition C4H8N2O4. Source: the Open Molecules 2025 dataset; level of theory: ωB97M-V/def2-TZVPD.

Computed properties:
* SMILES string: CC(=O)/[N+]([O-])=N/O.CC=O
* lowest unoccupied orbital energy: 0.05 eV

```
! RIJCOSX wB97M-V def2-TZVPD def2/J DEFGRID3
* xyz 0 1
C -0.660 -0.241 -2.629
C -0.353 -0.538 2.603
N 0.869 0.535 -0.871
N 1.102 1.452 -0.049
C -0.182 0.935 -1.872
C -0.808 -1.102 1.299
O 1.362 -0.597 -0.917
O 2.022 1.107 0.918
O -0.515 2.070 -1.936
O -1.366 -0.489 0.430
H -0.573 -2.179 1.170
H 2.137 1.914 1.438
H -1.264 -0.839 -1.931
H 0.181 -0.849 -2.946
H -1.273 0.072 -3.469
H -0.668 0.497 2.713
H 0.734 -0.604 2.634
H -0.745 -1.142 3.415
*
```


B) 2 unconnected molecules or ions with the total composition C4H8N2O4. Source: the Open Molecules 2025 dataset; level of theory: ωB97M-V/def2-TZVPD.

Computed properties:
* lowest unoccupied orbital energy (alpha / beta): -3.95 / -3.88 eV

```
! RIJCOSX wB97M-V def2-TZVPD def2/J DEFGRID3
* xyz 0 1
C -1.514 -0.631 0.048
C -2.748 -1.604 0.099
C 0.790 1.749 0.667
C 1.164 1.222 -0.695
N 1.411 -0.150 -0.820
N 2.245 -1.000 -0.223
O -1.535 0.174 1.046
O 3.389 -0.553 -0.135
O 1.877 -2.132 -0.005
O -0.775 -0.810 -0.943
H -2.242 -2.544 -0.202
H -3.547 -1.351 -0.691
H -3.190 -1.336 1.013
H 1.520 1.422 1.462
H 0.754 2.924 0.666
H -0.177 1.378 1.090
H 0.420 1.426 -1.406
H 2.160 1.814 -0.970
*
```


C) A single C4H8N2O4 molecule. Source: the Open Molecules 2025 dataset; level of theory: ωB97M-V/def2-TZVPD.

Computed properties:
* SMILES string: O=CNC(O)(CO)NC=O
* lowest unoccupied orbital energy: 0.73 eV

```
! RIJCOSX wB97M-V def2-TZVPD def2/J DEFGRID3
* xyz 0 1
C -0.164 1.695 -1.620
C -0.328 -2.158 -0.555
C 0.535 -0.103 1.561
C -0.402 0.228 0.507
N 0.502 1.231 -0.555
N -0.823 -0.876 -0.314
O -1.334 1.333 -1.896
O 0.719 -2.644 -0.160
O 1.847 -0.343 1.108
O -1.420 1.047 0.959
H 0.417 2.486 -2.356
H -0.960 -2.623 -1.221
H 0.635 0.744 2.415
H 0.133 -0.995 2.059
H 1.286 1.525 -0.105
H -1.579 -0.554 -0.878
H 1.804 -0.935 0.377
H -1.796 1.486 0.174
*
```


Most stable of them? C).


A) 4 unconnected molecules or ions with the total composition C4H15NO3. Source: the Open Molecules 2025 dataset; level of theory: ωB97M-V/def2-TZVPD.

Computed properties:
* SMILES string: C=C(N)CC.O.O.O
* lowest unoccupied orbital energy: 0.57 eV

```
! RIJCOSX wB97M-V def2-TZVPD def2/J DEFGRID3
* xyz 0 1
C -0.253 2.159 -1.264
C 0.028 0.649 -1.088
C -1.255 0.022 -0.578
C -1.597 -0.012 0.756
N -2.143 -0.658 -1.541
H -0.730 2.372 -2.195
H -0.883 2.437 -0.462
H 0.675 2.760 -1.474
H 0.228 0.205 -2.172
H 0.973 0.527 -0.539
H -1.338 0.738 1.441
H -2.332 -0.642 1.122
H -2.326 -0.012 -2.295
H -2.969 -0.980 -0.996
H 1.141 -1.573 2.640
H 0.609 -2.267 1.217
O 1.414 -1.818 1.690
H 1.636 1.141 2.984
H 0.801 0.451 1.907
O 0.889 0.502 2.922
H 2.587 -1.463 -0.141
H 2.315 -2.760 -0.931
O 2.528 -1.780 -1.004
*
```


B) 4 unconnected molecules or ions with the total composition C4H15NO3. Source: the Open Molecules 2025 dataset; level of theory: ωB97M-V/def2-TZVPD.

Computed properties:
* SMILES string: C/C=C/NC.O.O.O
* lowest unoccupied orbital energy: 0.42 eV

```
! RIJCOSX wB97M-V def2-TZVPD def2/J DEFGRID3
* xyz 0 1
C 0.639 1.388 2.965
C 1.229 1.410 1.591
C 0.898 0.702 0.510
N 1.701 0.795 -0.653
C 0.925 0.485 -1.861
H 0.185 0.474 3.278
H 1.428 1.749 3.604
H -0.111 2.247 2.918
H 1.895 2.267 1.602
H 0.153 -0.099 0.535
H 2.358 1.547 -0.649
H 1.703 0.061 -2.532
H 0.397 -0.449 -1.648
H 0.210 1.244 -2.254
H -2.952 3.590 -4.226
H -3.362 2.309 -3.447
O -2.672 2.969 -3.540
H 1.003 -3.370 -2.322
H -0.124 -3.267 -1.091
O 0.778 -3.280 -1.400
H -1.652 -4.957 2.834
H -2.243 -3.449 2.776
O -2.385 -4.364 3.010
*
```


C) A molecular structure, C4H15NO3. Source: the Open Molecules 2025 dataset; level of theory: ωB97M-V/def2-TZVPD.

Computed properties:
* lowest unoccupied orbital energy: -2.69 eV

```
! RIJCOSX wB97M-V def2-TZVPD def2/J DEFGRID3
* xyz 0 1
C -0.228 -0.333 1.191
C 0.911 -1.316 1.110
C 1.775 -0.887 -0.203
N 1.425 -0.451 -1.487
C 0.771 -2.443 2.043
H -0.016 0.376 0.379
H -0.081 0.219 2.124
H -1.257 -0.674 1.090
H 2.851 -0.883 -0.105
H 0.484 -0.825 -1.695
H 1.228 -1.930 -0.085
H 1.076 -2.203 3.059
H 1.456 -3.235 1.702
H -0.177 -2.979 2.008
H -2.878 3.170 -1.511
H -0.618 3.134 -0.762
O -2.342 2.545 -1.018
H 1.345 0.567 -1.600
H 0.611 3.311 0.215
O 0.373 3.200 -0.709
H -2.356 -0.303 -1.830
H -2.265 1.435 -1.643
O -2.088 0.505 -2.273
*
```


Most stable of them? A).


A) 3 unconnected molecules or ions with the total composition C4H15NO3. Source: the Open Molecules 2025 dataset; level of theory: ωB97M-V/def2-TZVPD.

Computed properties:
* SMILES string: C[C@H](O)[C@@H](C)N.O.O
* lowest unoccupied orbital energy: 0.57 eV

```
! RIJCOSX wB97M-V def2-TZVPD def2/J DEFGRID3
* xyz 0 1
C -0.409 -0.482 0.927
C 0.146 0.503 -0.031
C 0.816 1.661 0.740
C 2.010 1.400 1.523
O -0.306 1.980 1.575
N -0.750 0.972 -1.067
H -1.362 0.090 1.328
H 0.124 -0.830 1.785
H -0.589 -1.530 0.469
H 1.082 0.121 -0.579
H 1.031 2.462 0.030
H 2.328 0.374 1.338
H 1.905 1.308 2.579
H 2.777 2.129 1.227
H 0.055 2.401 2.442
H -1.501 0.335 -1.195
H -0.354 1.350 -1.971
H -2.864 -2.626 -1.356
H -2.543 -1.509 -2.378
O -2.173 -2.123 -1.776
H 0.068 -2.959 -1.125
H 1.183 -2.050 -0.993
O 1.045 -2.902 -1.436
*
```


B) 4 unconnected molecules or ions with the total composition C4H15NO3. Source: the Open Molecules 2025 dataset; level of theory: ωB97M-V/def2-TZVPD.

Computed properties:
* SMILES string: C=NCCC.O.O.O
* lowest unoccupied orbital energy: 0.32 eV

```
! RIJCOSX wB97M-V def2-TZVPD def2/J DEFGRID3
* xyz 0 1
C 0.968 0.406 -2.784
C 1.238 0.466 -1.255
C 0.358 1.497 -0.570
C 1.181 2.316 1.651
N 0.744 1.456 0.846
H 1.305 -0.551 -3.179
H -0.078 0.555 -3.016
H 1.644 1.145 -3.205
H 2.238 0.865 -1.102
H 1.127 -0.487 -0.724
H -0.679 1.160 -0.455
H 0.492 2.519 -0.952
H 1.489 3.364 1.536
H 1.369 1.821 2.620
H 0.643 -3.021 1.533
H -0.599 -3.290 2.409
O 0.294 -3.606 2.195
H -2.313 -1.455 2.075
H -0.889 -0.800 1.768
O -1.411 -1.609 1.843
H -2.292 -0.785 -0.228
H -3.793 -0.925 -0.217
O -3.036 -1.039 -0.790
*
```


Most stable of them? B).